Record 1
{
  "formula": "C3H5NO2",
  "method": "ωB97M-V/def2-TZVPD",
  "multiplicity": 1,
  "smiles": "[H]/N=C/OC(C)=O",
  "homo_lumo_gap_ha": 0.4124,
  "homo_energy_ev": -10.40,
  "de_lowest_kcal_mol": 39.21,
  "e_tot_ev": -8775.9945,
  "elements": ["H", "N", "C", "O", "C", "C", "O", "H", "H", "H", "H"],
  "coordinates": [[-2.23814, -0.59682, 1.25427], [-1.31199, -0.43654, 0.89018], [-0.97838, 0.78011, 0.82896], [0.18745, 1.27128, 0.30330], [1.07761, 0.48941, -0.49549], [0.82942, -0.94762, -0.28973], [1.74850, 1.04165, -1.31475], [-1.59887, 1.60815, 1.16849], [0.68822, -1.20903, 0.76150], [-0.13693, -0.84206, -0.81682], [1.40888, -1.68805, -0.82171]],
  "lowdin_charge": [0.07, 0.08, -0.25, 0.03, -0.47, -0.01, 0.14, 0.13, 0.09, 0.10, 0.09]
}

***

Record 2
{
  "formula": "C33H28MnN5O6P2SSe2",
  "method": "ωB97M-V/def2-TZVPD",
  "multiplicity": 6,
  "total_charge": -1,
  "homo_lumo_gap_ha": [0.2728, 0.2946],
  "homo_energy_ev": [-5.27, -5.87],
  "de_lowest_kcal_mol": 30.00,
  "e_tot_ev": -245841.9083,
  "s2": 8.7561,
  "elements": ["Mn", "O", "S", "O", "O", "O", "Se", "P", "C", "C", "C", "C", "C", "C", "C", "C", "C", "C", "C", "C", "C", "C", "N", "N", "N", "P", "Se", "C", "C", "C", "C", "C", "C", "C", "C", "C", "C", "C", "C", "H", "H", "H", "H", "H", "H", "H", "H", "H", "H", "H", "H", "H", "H", "H", "H", "H", "H", "H", "H", "O", "C", "N", "C", "O", "C", "C", "C", "C", "N", "C", "H", "H", "H", "H", "H", "H", "H", "H"],
  "coordinates": [[0.04800, 0.43580, -0.10820], [-0.84100, 3.93470, -0.28090], [-1.08530, 2.52040, -0.18860], [-2.48450, 2.14030, -0.12140], [-0.45750, 1.77260, -1.37240], [-0.37220, 1.90790, 1.01550], [6.49000, -1.82830, 2.15070], [6.08580, -0.64340, 0.46420], [6.70930, -1.47430, -1.04810], [7.58870, -0.89690, -1.95590], [8.04450, -1.63530, -3.03590], [7.64090, -2.94840, -3.21110], [6.78270, -3.53210, -2.29420], [6.32480, -2.79830, -1.21750], [6.88050, 0.98990, 0.47940], [6.64250, 1.87630, -0.56650], [7.27330, 3.10450, -0.57970], [8.13410, 3.45590, 0.44920], [8.35780, 2.58120, 1.49740], [7.73410, 1.34530, 1.51300], [4.35150, -0.27140, 0.21050], [3.16380, -0.98860, 0.00670], [2.17440, -0.05520, -0.02810], [2.72890, 1.12560, 0.15140], [4.00760, 1.02660, 0.29710], [2.65910, -2.69160, -0.14630], [0.53560, -2.83070, -0.02710], [3.43510, -3.59860, 1.22730], [3.13690, -3.06290, 2.47650], [3.62530, -3.66570, 3.61710], [4.40380, -4.80710, 3.51050], [4.68960, -5.34800, 2.26800], [4.20180, -4.75000, 1.11750], [3.17710, -3.31050, -1.77560], [3.65740, -2.43030, -2.73630], [3.90660, -2.88320, -4.01910], [3.67270, -4.20870, -4.34370], [3.16300, -5.08020, -3.39250], [2.90240, -4.63200, -2.11140], [7.92760, 0.12020, -1.81670], [8.72450, -1.18160, -3.74390], [8.00190, -3.51860, -4.05560], [6.47150, -4.55800, -2.42020], [5.68250, -3.24820, -0.47360], [5.95760, 1.60170, -1.35450], [7.09360, 3.79280, -1.39240], [8.63170, 4.41450, 0.42490], [9.01930, 2.86510, 2.30300], [7.90470, 0.64980, 2.32340], [2.52570, -2.17040, 2.53060], [3.41440, -3.23780, 4.58470], [4.80230, -5.26970, 4.40060], [5.30630, -6.23280, 2.19040], [4.42050, -5.16790, 0.14340], [3.82820, -1.39580, -2.47330], [4.28670, -2.20070, -4.76460], [3.88670, -4.56500, -5.34100], [2.96310, -6.10880, -3.65580], [2.46000, -5.28190, -1.36810], [-5.00100, -0.77250, -5.45650], [-4.57590, -2.00290, -4.91690], [-3.87500, -1.77710, -3.68730], [-4.27460, -2.35570, -2.52520], [-5.15950, -3.19560, -2.50890], [-3.55510, -1.95650, -1.28280], [-3.97180, -2.58540, -0.10330], [-3.35280, -2.25060, 1.08400], [-2.32600, -1.32120, 1.06370], [-1.88320, -0.74710, -0.06160], [-2.50710, -1.04440, -1.19930], [-5.82730, -0.90410, -5.92710], [-3.91020, -2.50710, -5.63960], [-5.41680, -2.66460, -4.67590], [-3.21010, -1.02260, -3.68220], [-4.76260, -3.31900, -0.16110], [-3.66230, -2.71500, 2.00760], [-1.82800, -1.02090, 1.97660], [-2.12260, -0.52030, -2.06540]],
  "lowdin_charge": [0.76, -0.33, 0.27, -0.36, -0.45, -0.44, 0.34, 0.55, -0.32, -0.07, -0.08, -0.09, -0.08, -0.13, -0.35, -0.12, -0.08, -0.09, -0.08, -0.10, -0.41, -0.43, -0.12, -0.03, 0.00, 0.58, 0.36, -0.37, -0.13, -0.09, -0.09, -0.09, -0.11, -0.36, -0.09, -0.08, -0.09, -0.08, -0.11, 0.10, 0.10, 0.10, 0.11, 0.06, 0.11, 0.10, 0.10, 0.10, 0.05, 0.11, 0.11, 0.10, 0.10, 0.10, 0.11, 0.11, 0.10, 0.10, 0.10, -0.03, -0.26, 0.10, -0.43, 0.05, -0.09, 0.01, -0.04, -0.14, -0.03, -0.07, 0.08, 0.13, 0.12, 0.13, 0.12, 0.11, 0.12, 0.12]
}

***

Record 3
{
  "formula": "C21H26N6O2S3",
  "method": "ωB97M-V/def2-TZVPD",
  "multiplicity": 1,
  "smiles": "C=CCn1c(CSc2nc3ccccc3s2)nnc1SCC(=O)NCCN1CCOCC1",
  "homo_lumo_gap_ha": 0.3303,
  "homo_energy_ev": -8.59,
  "de_lowest_kcal_mol": 1.02,
  "e_tot_ev": -67740.2564,
  "elements": ["C", "C", "C", "N", "C", "C", "S", "C", "N", "C", "C", "C", "C", "C", "C", "S", "N", "N", "C", "S", "C", "C", "O", "N", "C", "C", "N", "C", "C", "O", "C", "C", "H", "H", "H", "H", "H", "H", "H", "H", "H", "H", "H", "H", "H", "H", "H", "H", "H", "H", "H", "H", "H", "H", "H", "H", "H", "H"],
  "coordinates": [[-2.17871, 2.48776, -1.57265], [-1.52748, 1.40375, -1.94760], [-1.60935, 0.09628, -1.21165], [-0.31926, -0.25258, -0.66585], [0.26867, 0.16179, 0.50210], [-0.34997, 1.02742, 1.52174], [-1.07931, 0.05684, 2.90949], [-2.75984, 0.08660, 2.50288], [-3.26314, 0.58350, 1.43071], [-4.62586, 0.46203, 1.40639], [-5.46121, 0.88806, 0.37875], [-6.82067, 0.69283, 0.50668], [-7.35774, 0.08028, 1.63565], [-6.54407, -0.35732, 2.66377], [-5.17996, -0.16465, 2.54260], [-3.90761, -0.60700, 3.65189], [1.47820, -0.31990, 0.58317], [1.72661, -1.04092, -0.51777], [0.65185, -0.99638, -1.26737], [0.43637, -1.76942, -2.80391], [1.97175, -2.74510, -2.87916], [3.12794, -1.94694, -3.48132], [3.52422, -2.15520, -4.60994], [3.63704, -1.02662, -2.65364], [4.74159, -0.17515, -3.02430], [5.63684, 0.05255, -1.80609], [4.86020, 0.59495, -0.70627], [4.62371, 2.02224, -0.82084], [3.66587, 2.45587, 0.28948], [4.18930, 2.16587, 1.56122], [4.44123, 0.77929, 1.67445], [5.42284, 0.30687, 0.60138], [-2.10261, 3.41413, -2.11527], [-2.82703, 2.48626, -0.71114], [-0.87373, 1.40899, -2.80947], [-1.89934, -0.70538, -1.89860], [-2.33157, 0.16429, -0.39266], [0.42273, 1.63561, 1.99049], [-1.14877, 1.64123, 1.11336], [-5.03932, 1.35617, -0.49656], [-7.47995, 1.01984, -0.28286], [-8.42540, -0.05804, 1.70979], [-6.95463, -0.83613, 3.53843], [2.19200, -3.07354, -1.86513], [1.74577, -3.59058, -3.52792], [3.26888, -0.90618, -1.71058], [5.29570, -0.66522, -3.82891], [4.36395, 0.78100, -3.40618], [6.48133, 0.70408, -2.08722], [6.04124, -0.91166, -1.48955], [4.17243, 2.24253, -1.78938], [5.56600, 2.59411, -0.73172], [3.50211, 3.53512, 0.25910], [2.70836, 1.93096, 0.15537], [4.85612, 0.62610, 2.67181], [3.50024, 0.22349, 1.56523], [5.56572, -0.77090, 0.69731], [6.39532, 0.81209, 0.74433]],
  "lowdin_charge": [0.02, -0.14, -0.15, 0.00, -0.37, -0.33, 0.96, -0.93, 0.01, -0.31, -0.01, -0.08, -0.09, -0.09, -0.47, 1.04, 0.07, 0.02, -0.61, 1.00, -0.35, -0.58, 0.05, 0.06, -0.16, -0.18, -0.18, -0.16, -0.20, -0.13, -0.20, -0.16, 0.06, 0.04, 0.10, 0.11, 0.09, 0.09, 0.07, 0.10, 0.10, 0.10, 0.11, 0.08, 0.08, 0.09, 0.12, 0.12, 0.12, 0.12, 0.12, 0.13, 0.12, 0.10, 0.12, 0.09, 0.12, 0.13]
}

***

Record 4
{
  "formula": "C5H7GdO3",
  "method": "ωB97M-V/def2-TZVPD",
  "multiplicity": 8,
  "total_charge": 2,
  "homo_lumo_gap_ha": [0.2714, 0.1764],
  "homo_energy_ev": [-16.07, -13.98],
  "de_lowest_kcal_mol": 136.79,
  "e_tot_ev": -32248.8642,
  "s2": 15.7681,
  "elements": ["O", "C", "O", "Gd", "O", "C", "H", "H", "C", "H", "C", "C", "H", "H", "H", "H"],
  "coordinates": [[0.94335, 0.81088, -0.79782], [2.19849, 0.75864, -0.41098], [2.53231, 0.58042, 0.79777], [4.98297, 0.82394, 0.24092], [3.09535, 0.88077, -1.29512], [-0.08936, 0.71144, 0.14775], [0.23348, 0.99633, 1.15065], [-2.03362, 1.51827, 0.38614], [-1.36620, 1.02849, -0.32583], [-1.51669, 1.24368, -1.38590], [-0.83384, -1.57742, 0.51563], [-2.08238, -1.27287, -0.05426], [-0.07374, -2.11654, -0.05922], [-2.26122, -1.54872, -1.09779], [-0.76099, -1.64783, 1.60549], [-2.96790, -1.18951, 0.58258]],
  "lowdin_charge": [0.12, -0.76, -0.11, 1.81, -0.10, -0.07, 0.16, 0.13, 0.15, 0.13, 0.05, 0.06, 0.11, 0.11, 0.11, 0.11]
}

***

Record 5
{
  "formula": "C8H10EuO5",
  "method": "ωB97M-V/def2-TZVPD",
  "multiplicity": 7,
  "total_charge": 3,
  "homo_lumo_gap_ha": [0.2557, 0.3474],
  "homo_energy_ev": [-23.08, -23.09],
  "e_tot_ev": -37990.5236,
  "s2": 12.0149,
  "elements": ["Eu", "C", "O", "C", "O", "C", "O", "C", "O", "C", "H", "H", "C", "H", "H", "C", "C", "O", "H", "H", "H", "H", "H", "H"],
  "coordinates": [[0.01225, -0.46518, -0.52953], [2.46554, -0.83365, 0.59097], [3.33626, -0.76287, 1.33273], [1.20213, -2.50933, -1.83582], [1.70713, -3.39743, -2.35773], [1.43022, 1.06958, -2.36987], [2.00441, 1.75223, -3.09267], [-0.83645, -2.59161, 0.91132], [-1.30564, -3.21135, 1.76102], [-2.22826, -0.06855, -1.75673], [-2.90894, -0.21286, -0.90516], [-2.08755, 0.97258, -2.08039], [-1.66417, -1.11469, -2.41109], [-1.06975, -0.98827, -3.32148], [-1.88221, -2.15695, -2.15207], [0.90319, 2.20435, 1.96857], [0.00805, 1.06700, 2.39732], [-0.95583, 0.76703, 1.29842], [1.52378, 1.91654, 1.11083], [1.53260, 2.48486, 2.81128], [0.30896, 3.07700, 1.67749], [0.51242, 0.11031, 2.54596], [-0.57880, 1.27755, 3.29296], [-1.42933, 1.61371, 1.11368]],
  "lowdin_charge": [1.82, 0.00, 0.20, -0.02, 0.21, 0.02, 0.19, 0.03, 0.20, -0.11, 0.11, 0.11, -0.13, 0.10, 0.10, -0.04, -0.21, -0.26, 0.06, 0.12, 0.11, 0.10, 0.15, 0.14]
}

***

Record 6
{
  "formula": "C5H11BNO2",
  "method": "ωB97M-V/def2-TZVPD",
  "multiplicity": 1,
  "total_charge": 1,
  "homo_lumo_gap_ha": 0.3657,
  "homo_energy_ev": -13.54,
  "de_lowest_kcal_mol": 42.49,
  "e_tot_ev": -11618.5907,
  "elements": ["B", "C", "C", "C", "C", "C", "N", "O", "O", "H", "H", "H", "H", "H", "H", "H", "H", "H", "H", "H"],
  "coordinates": [[-0.24469, -1.95794, -0.39880], [-1.35500, 1.36692, -0.09214], [1.10260, 1.32689, 0.85264], [0.78632, -0.78189, -0.48541], [0.06355, 1.89562, -0.09501], [-0.41966, 1.00653, -1.16151], [1.07679, -0.17202, 0.81654], [-0.67551, -2.15697, 0.88528], [-0.63193, -2.60481, -1.49369], [-1.67271, 0.64877, 0.64636], [-2.14912, 2.05084, -0.36255], [2.09173, 1.66472, 0.54052], [0.92733, 1.65894, 1.87833], [1.58540, -0.71809, -1.20489], [0.23099, 2.94424, -0.31274], [-0.46094, 1.06721, -2.22449], [1.98011, -0.51180, 1.16463], [0.33362, -0.54751, 1.43282], [-1.27718, -2.88114, 1.05640], [-1.29171, -3.29849, -1.44229]],
  "lowdin_charge": [-0.70, -0.07, -0.07, 0.07, -0.24, 0.04, 0.04, 0.17, 0.23, 0.11, 0.12, 0.14, 0.14, 0.12, 0.15, 0.12, 0.19, 0.16, 0.13, 0.13]
}